# 1
Formula: C2H6N4
Source: the OMol25 dataset
Level of theory: ωB97M-V/def2-TZVPD

Each line ends with the Mulliken charge.
CARTESIAN COORDINATES (ANGSTROEM)
1 C 2.305 0.955 -0.235  -0.510
2 C 2.796 -0.046 -0.731  -0.251
3 N -0.954 1.154 0.736  -0.775
4 N -0.699 0.485 -0.305  0.482
5 N -1.025 -0.782 -0.478  -0.411
6 N -1.628 -1.307 0.613  -0.427
7 H 2.191 1.972 -0.023  0.398
8 H 2.803 -0.899 -1.298  0.363
9 H -1.091 0.444 1.473  0.333
10 H -0.323 1.029 -1.102  0.301
11 H -1.979 -2.208 0.334  0.285
12 H -2.397 -0.797 1.016  0.212

Computed properties:
LUMO level in eV: 1.2
HOMO energy in Ha: -0.29225
ΔE to the lowest compared entry with this formula, charge and spin in kJ/mol: 606.8
HOMO-LUMO gap in eV: 9.2
Total charge: 0

---

# 2
Formula: C20H61N10O13
Source: the OMol25 dataset
Level of theory: ωB97M-V/def2-TZVPD

Each line ends with the Löwdin spin population.
CARTESIAN COORDINATES (ANGSTROEM)
1 C 0.461 -1.341 0.719  -0.001
2 C 1.467 -0.274 1.319  0.088
3 O 2.520 -0.010 0.445  0.829
4 H -0.121 -0.998 -0.136  0.000
5 H -0.166 -1.685 1.542  0.000
6 H 1.044 -2.143 0.265  0.000
7 H 1.746 -0.624 2.313  0.027
8 H 0.876 0.616 1.535  0.038
9 C -2.056 -0.203 2.863  0.001
10 C -3.116 0.857 3.165  0.000
11 C -2.645 2.330 2.838  0.000
12 O -3.656 3.300 3.254  0.000
13 C -3.764 3.394 4.655  0.000
14 N -4.274 0.416 2.387  0.000
15 H -1.704 -0.147 1.832  0.000
16 H -2.358 -1.227 3.082  0.000
17 H -1.239 0.049 3.540  0.000
18 H -3.454 0.734 4.194  0.000
19 H -2.531 2.422 1.758  0.000
20 H -1.680 2.458 3.328  0.000
21 H -3.680 2.472 5.230  0.000
22 H -4.735 3.760 4.990  0.000
23 H -3.005 4.119 4.948  0.000
24 H -3.937 0.402 1.435  0.000
25 H -4.332 -0.570 2.601  0.000
26 C -0.945 1.525 -1.717  0.000
27 C -0.697 2.967 -2.154  0.000
28 C -1.195 3.247 -3.594  0.000
29 O -0.774 2.227 -4.479  0.000
30 C -1.490 2.303 -5.710  0.000
31 N -1.315 3.805 -1.127  0.000
32 H -0.454 1.284 -0.774  0.000
33 H -0.578 0.812 -2.455  0.000
34 H -1.984 1.229 -1.575  0.000
35 H 0.385 3.094 -2.115  0.000
36 H -0.979 4.240 -3.989  0.000
37 H -2.282 3.169 -3.615  0.000
38 H -2.512 1.932 -5.626  0.000
39 H -1.078 1.644 -6.474  0.000
40 H -1.401 3.323 -6.085  0.000
41 H -2.244 3.497 -0.879  0.000
42 H -1.470 4.770 -1.383  0.000
43 C -1.961 -1.725 -4.634  0.000
44 C -1.026 -2.438 -3.654  0.000
45 O -1.115 -3.831 -3.818  0.000
46 O -3.316 -1.925 -4.356  0.000
47 H -1.783 -1.989 -5.676  0.000
48 H -1.813 -0.646 -4.667  0.000
49 H -1.118 -2.240 -2.586  0.000
50 H 0.015 -2.331 -3.961  0.000
51 H -2.053 -4.030 -3.865  0.000
52 H -3.460 -2.854 -4.162  0.000
53 C -4.063 -1.364 -0.951  0.000
54 C -4.661 -0.173 -1.741  0.000
55 O -5.756 0.511 -1.138  0.000
56 O -3.250 -0.928 0.154  0.000
57 H -3.410 -2.004 -1.543  0.000
58 H -4.916 -1.924 -0.567  0.000
59 H -5.033 -0.550 -2.694  0.000
60 H -3.853 0.536 -1.922  0.000
61 H -5.360 1.281 -0.723  0.000
62 H -2.908 -1.709 0.594  0.000
63 C 5.329 -0.778 4.758  0.000
64 C 4.492 -0.048 3.735  0.000
65 O 5.226 0.331 2.599  0.001
66 O 5.380 -2.160 4.464  0.000
67 H 4.829 -0.838 5.724  0.000
68 H 6.351 -0.438 4.927  0.000
69 H 4.052 0.812 4.239  0.000
70 H 3.630 -0.615 3.380  0.000
71 H 5.961 0.881 2.881  0.000
72 H 4.490 -2.520 4.440  0.000
73 C 3.957 3.229 0.945  0.000
74 O 4.883 2.470 0.835  0.000
75 N 2.725 2.909 0.909  0.005
76 N 4.121 4.472 1.240  0.000
77 H 2.020 3.616 1.061  0.000
78 H 2.465 1.938 0.812  0.001
79 H 5.068 4.789 1.388  0.000
80 H 3.447 5.187 1.472  0.000
81 C 3.798 -3.748 1.795  0.000
82 O 4.257 -2.866 1.119  0.003
83 N 2.706 -3.704 2.463  0.000
84 N 4.276 -4.948 1.959  0.000
85 H 2.396 -4.396 3.131  0.000
86 H 2.218 -2.824 2.374  0.000
87 H 5.052 -5.035 1.318  0.000
88 H 3.926 -5.540 2.699  0.000
89 C -0.909 -4.249 0.152  0.000
90 O -2.120 -3.960 0.331  0.000
91 N -0.166 -4.760 1.004  0.000
92 N -0.302 -4.483 -1.003  0.000
93 H 0.821 -4.928 0.870  0.000
94 H -0.449 -4.963 1.952  0.000
95 H -0.834 -4.449 -1.861  0.000
96 H 0.684 -4.702 -1.022  0.000
97 C 3.272 1.620 -2.988  0.000
98 O 4.358 1.498 -2.473  0.000
99 N 2.163 1.159 -2.441  0.004
100 N 3.040 2.286 -4.099  0.000
101 H 1.214 1.179 -2.784  0.000
102 H 2.392 0.735 -1.553  0.001
103 H 2.169 2.258 -4.611  0.000
104 H 3.801 2.738 -4.585  0.000

Computed properties:
LUMO level (spin up / spin down) in eV: 0.0 / -1.8
HOMO energy (spin up / spin down) in Ha: -0.32115 / -0.32108
Spin multiplicity: 2
HOMO-LUMO gap (spin up / spin down) in eV: 8.7 / 6.9
Total charge: 0

---

# 3
Formula: C13H23FNPV
Source: the OMol25 dataset
Level of theory: ωB97M-V/def2-TZVPD

Each line ends with the Löwdin spin population.
CARTESIAN COORDINATES (ANGSTROEM)
1 C 1.439 -2.353 2.494  0.017
2 C 2.137 -2.094 1.286  -0.002
3 C 1.820 -0.951 0.528  0.015
4 C 0.761 -0.169 0.977  -0.018
5 C 0.140 -0.315 2.215  0.010
6 C 0.460 -1.450 2.965  -0.003
7 C 2.495 -0.617 -0.762  0.012
8 C 1.597 0.113 -1.814  0.020
9 N 0.953 -0.889 -2.658  0.000
10 V 0.787 1.803 0.185  2.751
11 C -0.943 0.672 2.586  0.008
12 P -1.618 1.360 0.959  0.016
13 H 2.901 -2.794 0.901  0.000
14 H -0.105 -1.626 3.903  -0.001
15 H 1.634 -3.267 3.049  0.001
16 H -0.584 1.557 3.138  0.001
17 H -1.767 0.209 3.128  0.001
18 H 3.377 0.038 -0.619  0.002
19 H 2.880 -1.538 -1.206  0.002
20 H 0.810 0.859 -1.413  0.034
21 C -2.963 2.492 1.457  -0.004
22 C -2.554 -0.116 0.402  0.005
23 H 2.263 0.628 -2.511  0.003
24 C -0.090 -1.662 -2.042  0.001
25 C 0.590 -0.402 -3.977  0.000
26 H -0.079 3.779 -0.426  0.030
27 H -0.436 -2.398 -2.782  0.000
28 H 0.277 -2.183 -1.151  0.000
29 H -0.972 -1.047 -1.753  0.001
30 H 0.203 -1.236 -4.572  0.000
31 H -0.192 0.383 -3.939  0.000
32 H 1.477 0.012 -4.472  0.000
33 H -3.341 -0.407 1.116  0.000
34 H -3.003 0.129 -0.572  0.000
35 H -1.875 -0.967 0.266  0.000
36 H -3.703 2.040 2.128  -0.001
37 H -2.522 3.371 1.939  0.000
38 H -3.465 2.829 0.541  0.000
39 H -0.142 3.382 -1.103  0.032
40 F 1.354 2.827 1.606  0.066

Computed properties:
LUMO level (spin up / spin down) in eV: 0.6 / 0.3
HOMO energy (spin up / spin down) in Ha: -0.25771 / -0.29497
Spin multiplicity: 4
HOMO-LUMO gap (spin up / spin down) in eV: 7.6 / 8.3
Total charge: 0

---

# 4
Formula: C67H79BrN3O6S
Source: the OMol25 dataset
Level of theory: ωB97M-V/def2-TZVPD

Each line ends with the Mulliken charge.
CARTESIAN COORDINATES (ANGSTROEM)
1 C 0.162 1.609 -0.200  -1.229
2 C 0.688 2.445 -1.407  0.357
3 C 0.651 1.599 -2.663  0.186
4 O 1.298 0.580 -2.719  -0.476
5 O -0.111 2.003 -3.766  -0.397
6 C -1.325 1.244 -3.805  -0.143
7 C -2.190 1.645 -4.993  -1.591
8 N -3.459 2.405 -4.699  0.551
9 C -3.424 3.335 -3.551  0.392
10 C -2.338 4.434 -3.714  -0.961
11 C -2.078 5.113 -2.371  -0.487
12 C -1.030 6.259 -2.487  -0.851
13 S -1.499 7.765 -1.632  1.363
14 O -0.947 7.753 -0.324  -0.623
15 O -1.006 8.854 -2.417  -0.686
16 O -3.084 7.888 -1.589  -0.470
17 C -4.779 4.093 -3.478  -2.144
18 N -5.958 3.264 -3.416  0.725
19 C -6.490 3.019 -2.078  -1.460
20 C -7.967 3.448 -1.887  -0.005
21 O -8.350 3.077 -0.564  -0.501
22 C -6.001 2.202 -4.401  -0.795
23 Br -7.389 0.870 -4.095  -0.048
24 C -4.662 1.474 -4.736  0.472
25 C -4.407 0.176 -3.956  0.055
26 C -4.324 0.249 -2.587  0.472
27 C -4.133 -0.943 -1.901  -1.362
28 C -4.032 -2.056 -2.688  -0.391
29 C -4.088 -2.036 -4.055  -0.782
30 N -4.289 -0.895 -4.709  -0.638
31 H 0.755 1.859 0.676  0.467
32 H -0.901 1.826 -0.070  0.359
33 H 0.261 0.547 -0.428  0.209
34 H 0.096 3.361 -1.483  -0.344
35 H 1.712 2.770 -1.223  0.501
36 H -1.020 0.203 -3.972  0.737
37 H -1.815 1.256 -2.827  0.206
38 H -2.391 0.761 -5.595  0.634
39 H -1.581 2.291 -5.632  0.577
40 H -3.598 3.010 -5.515  0.610
41 H -3.240 2.878 -2.580  -0.136
42 H -1.430 4.068 -4.196  0.616
43 H -2.768 5.176 -4.405  0.376
44 H -1.735 4.338 -1.678  0.248
45 H -2.971 5.545 -1.915  0.359
46 H -0.829 6.516 -3.526  0.527
47 H -0.116 5.897 -2.017  0.348
48 H -3.375 8.527 -2.257  0.349
49 H -4.829 4.649 -4.435  0.187
50 H -4.771 4.846 -2.698  0.800
51 H -5.938 3.667 -1.383  0.791
52 H -6.387 2.002 -1.678  0.446
53 H -8.625 3.012 -2.635  0.016
54 H -7.952 4.545 -1.910  0.147
55 H -7.532 2.932 -0.078  0.341
56 H -6.323 2.664 -5.344  0.814
57 H -4.741 1.206 -5.792  0.164
58 H -4.397 1.154 -2.001  0.736
59 H -4.085 -0.989 -0.822  0.544
60 H -3.898 -3.015 -2.194  0.346
61 H -3.972 -2.942 -4.636  0.449
62 C 2.414 -1.133 2.975  -0.497
63 C 1.995 -0.860 1.679  -0.521
64 C 2.931 -0.641 0.674  -0.102
65 C 4.284 -0.704 0.968  -0.665
66 C 4.703 -0.982 2.261  -0.439
67 C 3.771 -1.194 3.267  -0.453
68 H 1.683 -1.302 3.756  0.375
69 H 0.937 -0.819 1.449  0.383
70 H 2.604 -0.423 -0.336  0.481
71 H 5.017 -0.539 0.187  0.491
72 H 5.761 -1.035 2.482  0.548
73 H 4.100 -1.408 4.276  0.406
74 C -3.213 -4.779 0.526  -0.138
75 C -4.524 -5.141 0.246  -0.292
76 C -4.954 -6.438 0.489  -0.413
77 C -4.075 -7.370 1.021  -0.399
78 C -2.765 -7.008 1.304  -0.337
79 C -2.333 -5.714 1.053  -0.570
80 H -2.876 -3.767 0.333  0.334
81 H -5.213 -4.411 -0.164  0.355
82 H -5.975 -6.721 0.265  0.367
83 H -4.411 -8.381 1.216  0.363
84 H -2.081 -7.736 1.721  0.365
85 H -1.310 -5.433 1.270  0.382
86 C -8.357 5.158 3.303  -0.455
87 C -7.224 5.514 4.024  -0.337
88 C -6.144 6.100 3.379  -0.483
89 C -6.200 6.340 2.012  -0.450
90 C -7.334 5.988 1.292  -0.350
91 C -8.412 5.393 1.937  -0.327
92 H -9.198 4.698 3.807  0.378
93 H -7.184 5.334 5.091  0.369
94 H -5.260 6.372 3.940  0.381
95 H -5.359 6.803 1.509  0.486
96 H -7.380 6.177 0.225  0.391
97 H -9.292 5.114 1.373  0.399
98 C 9.322 -3.273 1.094  -0.377
99 C 8.027 -3.525 1.530  -0.485
100 C 6.948 -3.179 0.730  -0.499
101 C 7.161 -2.589 -0.508  0.013
102 C 8.455 -2.340 -0.946  -0.503
103 C 9.536 -2.679 -0.142  -0.439
104 H 10.165 -3.540 1.720  0.404
105 H 7.860 -3.990 2.494  0.459
106 H 5.937 -3.368 1.068  0.513
107 H 6.318 -2.324 -1.133  0.132
108 H 8.620 -1.881 -1.913  0.424
109 H 10.545 -2.481 -0.481  0.390
110 C 9.506 -2.872 4.817  -0.284
111 C 10.789 -3.352 5.043  -0.602
112 C 11.143 -3.824 6.299  -0.049
113 C 10.212 -3.824 7.329  -0.396
114 C 8.928 -3.346 7.102  -0.473
115 C 8.576 -2.866 5.848  -0.555
116 H 9.231 -2.501 3.839  0.555
117 H 11.514 -3.359 4.238  0.350
118 H 12.145 -4.193 6.476  0.181
119 H 10.488 -4.196 8.308  0.423
120 H 8.202 -3.348 7.905  0.364
121 H 7.576 -2.489 5.674  0.452
122 C 13.864 -5.753 8.492  -0.325
123 C 13.463 -4.744 9.357  -0.382
124 C 13.130 -5.047 10.670  -0.378
125 C 13.207 -6.358 11.120  -0.381
126 C 13.611 -7.366 10.256  -0.363
127 C 13.936 -7.065 8.941  -0.442
128 H 14.121 -5.517 7.466  0.393
129 H 13.409 -3.720 9.008  0.439
130 H 12.811 -4.261 11.343  0.371
131 H 12.952 -6.594 12.146  0.360
132 H 13.673 -8.388 10.608  0.359
133 H 14.247 -7.852 8.265  0.363
134 C -13.789 1.252 -1.629  -0.353
135 C -12.636 1.622 -0.950  -0.624
136 C -11.604 2.258 -1.627  0.039
137 C -11.732 2.530 -2.983  -0.255
138 C -12.886 2.163 -3.662  -0.480
139 C -13.913 1.520 -2.985  -0.426
140 H -14.592 0.753 -1.100  0.366
141 H -12.541 1.415 0.109  0.371
142 H -10.703 2.541 -1.097  0.289
143 H -10.930 3.031 -3.513  0.357
144 H -12.985 2.377 -4.719  0.358
145 H -14.811 1.228 -3.515  0.365
146 C 4.040 -1.271 -4.350  -0.180
147 C 4.208 -1.165 -5.723  -0.518
148 C 5.114 -1.989 -6.379  -0.356
149 C 5.846 -2.926 -5.661  -0.506
150 C 5.676 -3.034 -4.287  -0.326
151 C 4.777 -2.205 -3.632  -0.620
152 H 3.336 -0.627 -3.838  0.488
153 H 3.634 -0.439 -6.285  0.381
154 H 5.249 -1.902 -7.449  0.367
155 H 6.549 -3.571 -6.172  0.369
156 H 6.247 -3.764 -3.726  0.449
157 H 4.648 -2.284 -2.560  0.451

Computed properties:
LUMO level in eV: -3.0
HOMO energy in Ha: -0.37318
HOMO-LUMO gap in eV: 7.2
Total charge: +1

---

# 5
Formula: C19H25Cl4N5O4
Source: the OMol25 dataset
Level of theory: ωB97M-V/def2-TZVPD

Each line ends with the Löwdin spin population.
CARTESIAN COORDINATES (ANGSTROEM)
1 N 3.049 -14.040 -22.926  0.000
2 C 3.494 -12.867 -23.404  0.000
3 C 2.826 -12.279 -24.557  0.000
4 C 1.779 -12.947 -25.224  0.000
5 C 1.399 -14.146 -24.626  0.000
6 C 2.064 -14.728 -23.569  0.000
7 H 4.306 -12.495 -22.797  0.000
8 H 3.172 -11.313 -24.894  0.000
9 H 1.204 -12.466 -26.002  0.000
10 H 0.513 -14.593 -25.050  0.000
11 H 1.689 -15.586 -23.032  0.000
12 N -0.818 -15.022 -20.065  0.000
13 C -0.096 -15.919 -20.688  0.000
14 C -0.669 -16.875 -21.556  0.000
15 C -2.082 -16.876 -21.636  0.000
16 C -2.857 -16.024 -20.858  0.000
17 C -2.160 -15.060 -20.096  0.000
18 H 0.978 -15.844 -20.600  0.000
19 H -0.132 -17.506 -22.248  0.000
20 H -2.629 -17.578 -22.248  0.000
21 H -3.928 -16.024 -20.715  0.000
22 H -2.659 -14.458 -19.352  0.000
23 N 4.764 -21.289 -23.845  0.253
24 C 5.771 -22.150 -24.185  0.172
25 C 6.296 -23.069 -23.290  0.060
26 C 5.859 -23.012 -21.959  0.267
27 C 4.826 -22.095 -21.536  0.131
28 C 4.332 -21.244 -22.555  0.049
29 H 6.022 -22.276 -25.228  0.019
30 H 7.095 -23.778 -23.454  -0.004
31 H 6.333 -23.685 -21.260  0.025
32 H 4.530 -22.122 -20.498  0.009
33 H 3.468 -20.600 -22.488  0.000
34 C 4.926 -20.136 -27.508  0.000
35 N 5.463 -21.057 -28.602  0.000
36 O 6.617 -21.091 -29.013  0.000
37 O 4.582 -21.748 -29.134  0.001
38 H 3.893 -20.455 -27.370  0.000
39 H 5.147 -19.089 -27.717  0.000
40 H 5.551 -20.417 -26.661  0.000
41 C 2.343 -24.295 -23.629  0.004
42 N 1.888 -23.151 -24.473  0.000
43 O 0.961 -22.457 -24.131  0.000
44 O 2.561 -22.906 -25.499  0.006
45 H 1.530 -25.015 -23.531  0.000
46 H 2.677 -23.930 -22.658  0.005
47 H 3.206 -24.711 -24.149  0.002
48 C -2.256 -18.769 -27.248  0.000
49 Cl -2.342 -20.409 -26.472  0.000
50 Cl -3.542 -18.587 -28.480  0.000
51 H -2.494 -18.013 -26.501  0.000
52 H -1.321 -18.484 -27.730  0.000
53 C 1.343 -19.169 -24.810  0.000
54 Cl 2.393 -18.378 -23.559  0.001
55 Cl 0.448 -17.900 -25.662  0.000
56 H 2.013 -19.708 -25.480  0.000
57 H 0.630 -19.861 -24.361  0.000

Computed properties:
LUMO level (spin up / spin down) in eV: 2.0 / 2.0
HOMO energy (spin up / spin down) in Ha: -0.00612 / -0.17179
Spin multiplicity: 2
HOMO-LUMO gap (spin up / spin down) in eV: 2.2 / 6.7
Total charge: -1

---

The max |F| results, record by record, are as follows: 3.694 10.359 2.459 3.305 3.313 eV/Å.